No. 1
The following is a DFT calculation (the ωB97M-V functional and the def2-TZVPD basis) of 4 unconnected molecules or ions with the total composition C12H30Cl6N3OP.

Structure (ORCA input):
```
! wB97M-V def2-TZVPD RIJCOSX def2/J DEFGRID3
* xyz 0 1
O 0.27 0.12 -1.61
P 0.00 0.02 -3.04
N -0.04 1.58 -3.76
C 1.04 2.17 -4.54
C -1.05 2.50 -3.28
N -1.60 -0.64 -3.45
C -2.31 -0.37 -4.71
C -2.24 -1.55 -2.53
N 1.12 -0.84 -3.96
C 2.55 -0.73 -3.68
C 0.83 -1.51 -5.21
H 1.93 2.01 -3.93
H 0.80 3.23 -4.66
H 1.17 1.61 -5.46
H -0.67 3.30 -2.64
H -1.75 1.97 -2.64
H -1.57 2.94 -4.13
H -3.31 0.06 -4.63
H -1.80 0.36 -5.33
H -2.35 -1.30 -5.28
H -1.63 -2.31 -2.04
H -2.85 -0.98 -1.84
H -2.98 -2.17 -3.03
H 3.07 -0.41 -4.58
H 2.84 -0.01 -2.91
H 2.92 -1.60 -3.13
H -0.11 -2.03 -5.06
H 1.62 -2.16 -5.58
H 0.73 -0.78 -6.02
Cl 2.93 -5.02 2.37
C 2.24 -3.48 1.81
C 1.57 -2.76 2.98
Cl 0.28 -3.84 3.60
H 1.57 -3.72 0.99
H 3.06 -2.84 1.50
H 1.17 -1.82 2.60
H 2.27 -2.61 3.80
Cl 3.49 -1.40 8.31
C 2.07 -0.41 8.40
C 2.39 1.00 8.27
Cl 2.94 1.43 6.56
H 1.55 -0.64 9.33
H 1.40 -0.74 7.60
H 3.23 1.31 8.90
H 1.54 1.64 8.52
Cl -2.49 1.24 4.52
C -3.28 1.97 3.13
C -3.77 3.31 3.58
Cl -4.62 4.32 2.42
H -4.14 1.34 2.88
H -2.68 2.00 2.22
H -2.98 3.99 3.88
H -4.38 3.22 4.48
*
```

Kohn-Sham gap = 9.086 eV
total energy = -3817.24599 hartree
highest occupied orbital energy = -8.55 eV
max |F| = 3.4 eV/A

So, what does the Mulliken scheme give us? The charges, in e, come out as: O -0.885; P 0.343; N 0.169; C -0.934; C -1.131; N 0.370; C -1.106; C -1.146; N 0.280; C -1.186; C -0.955; H 0.260; H 0.454; H 0.182; H 0.392; H 0.304; H 0.419; H 0.356; H 0.305; H 0.411; H 0.290; H 0.309; H 0.403; H 0.422; H 0.357; H 0.344; H 0.296; H 0.395; H 0.281; Cl -0.181; C -0.383; C -0.416; Cl -0.205; H 0.290; H 0.278; H 0.301; H 0.316; Cl -0.176; C -0.362; C -0.448; Cl -0.199; H 0.290; H 0.278; H 0.318; H 0.299; Cl -0.185; C -0.324; C -0.505; Cl -0.205; H 0.267; H 0.310; H 0.313; H 0.330


No. 2
The following is a DFT calculation (the ωB97M-V functional and the def2-TZVPD basis) of a molecular structure, C12H30ClHgIN2O4.

Structure (ORCA input):
```
! wB97M-V def2-TZVPD RIJCOSX def2/J DEFGRID3
* xyz 0 1
Hg 5.45 36.92 9.95
Cl 3.64 34.20 13.38
I 8.01 39.31 6.59
C 8.98 29.80 9.11
O 8.24 30.94 8.89
C 8.27 31.50 7.58
C 7.69 32.85 7.60
N 6.37 33.02 8.31
C 5.32 32.48 7.42
C 4.62 33.39 6.39
O 4.57 34.65 7.05
C 3.86 35.60 6.23
H 9.84 29.78 8.44
H 8.45 28.90 8.79
H 9.16 29.63 10.17
H 7.69 30.88 6.90
H 9.26 31.60 7.14
H 7.45 33.26 6.61
H 8.50 33.52 7.90
H 6.38 32.40 9.11
H 4.46 32.28 8.07
H 5.45 31.51 6.94
H 3.63 32.99 6.19
H 5.23 33.45 5.49
H 2.81 35.34 6.12
H 4.36 35.54 5.26
H 3.94 36.64 6.54
C 8.40 36.83 12.29
O 7.40 37.79 12.03
C 7.48 38.88 12.90
C 6.47 39.99 12.64
N 5.19 39.45 12.46
C 4.25 40.50 11.92
C 2.89 39.80 11.81
O 2.98 38.68 10.90
C 1.81 37.88 10.79
H 8.78 36.77 13.32
H 9.32 36.98 11.72
H 7.98 35.84 12.15
H 8.51 39.23 12.91
H 7.30 38.56 13.92
H 6.83 40.48 11.73
H 6.24 40.70 13.43
H 4.71 39.22 13.32
H 4.49 40.88 10.93
H 4.21 41.33 12.62
H 2.15 40.47 11.36
H 2.37 39.72 12.76
H 1.47 37.54 11.76
H 1.96 36.90 10.33
H 1.01 38.46 10.34
*
```

Kohn-Sham gap = 2.357 eV
total energy = -1796.63775 hartree
energy above the lowest of the compared OMol25 structures with the same formula, charge and spin = 884.3 kJ/mol
highest occupied orbital energy = -7.93 eV
max |F| = 3.9 eV/A

So, what does the Mulliken scheme give us? The charges, in e, come out as: Hg 0.589; Cl -0.490; I -0.229; C -0.764; O -0.307; C -0.446; C -0.684; N -0.193; C -0.747; C -0.745; O -0.121; C -0.803; H 0.313; H 0.291; H 0.239; H 0.282; H 0.410; H 0.283; H 0.319; H 0.330; H 0.429; H 0.328; H 0.400; H 0.373; H 0.301; H 0.323; H 0.225; C -0.895; O -0.186; C -0.743; C -0.737; N -0.122; C -0.799; C -0.809; O -0.149; C -0.780; H 0.337; H 0.324; H 0.313; H 0.458; H 0.376; H 0.289; H 0.471; H 0.199; H 0.373; H 0.393; H 0.463; H 0.458; H 0.337; H 0.213; H 0.310


No. 3
The following is a DFT calculation (the ωB97M-V functional and the def2-TZVPD basis) of 3 unconnected molecules or ions with the total composition C12H30ClN2O4.

Structure (ORCA input):
```
! wB97M-V def2-TZVPD RIJCOSX def2/J DEFGRID3
* xyz -1 1
Cl -2.92 14.83 -19.94
C -1.47 17.75 -18.77
O -1.74 16.70 -17.86
C -2.94 17.02 -16.98
C -3.32 15.81 -16.12
N -3.45 14.72 -17.11
C -4.09 13.57 -16.55
C -4.42 12.59 -17.72
O -3.29 12.13 -18.51
C -3.74 11.45 -19.69
H -0.63 17.42 -19.37
H -1.09 18.64 -18.27
H -2.23 18.23 -19.39
H -3.78 17.30 -17.62
H -2.61 17.76 -16.25
H -4.28 15.95 -15.63
H -2.55 15.71 -15.35
H -3.95 14.97 -17.95
H -5.04 13.95 -16.19
H -3.60 13.10 -15.69
H -5.06 13.07 -18.46
H -4.85 11.76 -17.16
H -2.95 11.48 -20.45
H -4.58 11.94 -20.19
H -3.90 10.42 -19.39
C -4.11 15.33 -12.58
O -4.76 14.92 -13.74
C -6.12 15.20 -13.66
C -6.96 14.57 -14.82
N -6.39 15.21 -16.11
C -7.11 14.83 -17.34
C -6.67 15.95 -18.31
O -5.46 15.70 -19.05
C -5.10 16.67 -20.05
H -4.16 16.42 -12.68
H -3.05 15.10 -12.60
H -4.58 15.07 -11.63
H -6.26 16.28 -13.65
H -6.68 14.78 -12.82
H -8.02 14.76 -14.67
H -6.86 13.48 -14.87
H -5.42 14.97 -16.28
H -8.18 15.02 -17.29
H -6.95 13.83 -17.75
H -6.58 16.91 -17.80
H -7.41 16.08 -19.11
H -5.67 16.53 -20.97
H -4.07 16.57 -20.40
H -5.32 17.70 -19.76
*
```

Kohn-Sham gap = 5.934 eV
total energy = -1345.69476 hartree
energy above the lowest of the compared OMol25 structures with the same formula, charge and spin = 469.5 kJ/mol
highest occupied orbital energy = -3.12 eV
max |F| = 4.1 eV/A

So, what does the Mulliken scheme give us? The charges, in e, come out as: Cl -0.697; C -0.872; O -0.265; C -0.668; C -0.137; N -0.298; C 0.422; C -0.720; O -0.323; C -0.747; H 0.279; H 0.385; H 0.271; H 0.136; H 0.513; H 0.206; H 0.436; H 0.011; H -0.113; H 0.516; H 0.206; H 0.409; H 0.237; H 0.254; H 0.325; C -1.024; O -0.031; C -0.637; C -0.802; N -0.274; C -0.568; C -0.938; O -0.061; C -0.922; H 0.402; H 0.285; H 0.322; H 0.357; H 0.471; H 0.429; H 0.369; H -0.615; H 0.461; H 0.250; H 0.375; H 0.528; H 0.281; H 0.186; H 0.390


No. 4
The following is a DFT calculation (the ωB97M-V functional and the def2-TZVPD basis) of a molecular structure, C12H30ClN2O4Ti.

Structure (ORCA input):
```
! wB97M-V def2-TZVPD RIJCOSX def2/J DEFGRID3
* xyz 0 4
Ti -0.36 -0.24 -0.62
Cl -2.49 0.46 0.47
C 1.17 1.02 5.61
O 0.93 0.82 4.30
C 2.08 0.66 3.42
C 1.70 0.07 2.05
N 0.76 0.91 1.31
C 1.44 2.19 0.93
C 0.31 2.79 0.11
O 0.06 2.00 -1.04
C -0.94 2.60 -1.78
H 2.02 0.46 5.93
H 0.21 0.80 6.13
H 1.40 2.08 5.91
H 2.82 0.05 4.01
H 2.54 1.63 3.27
H 1.21 -0.87 2.30
H 2.55 -0.21 1.41
H 0.04 1.13 1.98
H 2.23 2.01 0.17
H 1.75 2.81 1.89
H 0.51 3.85 -0.21
H -0.54 2.86 0.74
H -1.09 3.74 -1.53
H -1.88 2.08 -1.75
H -0.71 2.56 -2.85
C -1.30 -2.48 1.52
O -1.00 -2.43 0.19
C -2.13 -2.87 -0.51
C -1.92 -2.57 -2.05
N -1.90 -1.13 -2.20
C -1.38 -0.87 -3.59
C 0.14 -1.02 -3.61
O 0.72 0.02 -2.87
C 2.13 -0.02 -2.79
H -2.20 -1.88 1.76
H -0.46 -2.19 2.08
H -1.58 -3.53 1.79
H -3.01 -2.32 -0.16
H -2.26 -3.91 -0.23
H -2.64 -3.04 -2.67
H -0.98 -2.97 -2.43
H -2.82 -0.71 -2.08
H -1.79 0.17 -3.76
H -1.71 -1.62 -4.39
H 0.45 -0.89 -4.64
H 0.45 -2.00 -3.29
H 2.51 -0.86 -2.16
H 2.38 0.90 -2.29
H 2.61 -0.04 -3.75
*
```

Kohn-Sham gap (spin up / spin down) = 3.916 / 9.409 eV
total energy = -2195.20872 hartree
highest occupied orbital energy (spin up / spin down) = -3.29 / -8.83 eV
max |F| = 3.7 eV/A

So, what does the Mulliken scheme give us? The charges, in e, come out as: Ti -0.298; Cl -0.537; C -0.739; O -0.242; C -0.697; C -0.570; N 0.371; C -0.581; C -0.902; O 0.255; C -0.967; H 0.335; H 0.203; H 0.261; H 0.510; H 0.388; H -0.205; H 0.349; H 0.167; H 0.151; H 0.331; H 0.498; H 0.486; H 0.335; H 0.261; H 0.290; C -0.687; O 0.067; C -0.657; C -0.922; N -0.059; C -0.664; C -0.621; O 0.149; C -0.857; H 0.389; H 0.029; H 0.313; H 0.401; H 0.495; H 0.486; H 0.290; H 0.281; H 0.263; H 0.315; H 0.507; H 0.357; H 0.154; H 0.130; H 0.390


Copy entry 1 word for word.
The following is a DFT calculation (the ωB97M-V functional and the def2-TZVPD basis) of 4 unconnected molecules or ions with the total composition C12H30Cl6N3OP.

Structure (ORCA input):
```
! wB97M-V def2-TZVPD RIJCOSX def2/J DEFGRID3
* xyz 0 1
O 0.27 0.12 -1.61
P 0.00 0.02 -3.04
N -0.04 1.58 -3.76
C 1.04 2.17 -4.54
C -1.05 2.50 -3.28
N -1.60 -0.64 -3.45
C -2.31 -0.37 -4.71
C -2.24 -1.55 -2.53
N 1.12 -0.84 -3.96
C 2.55 -0.73 -3.68
C 0.83 -1.51 -5.21
H 1.93 2.01 -3.93
H 0.80 3.23 -4.66
H 1.17 1.61 -5.46
H -0.67 3.30 -2.64
H -1.75 1.97 -2.64
H -1.57 2.94 -4.13
H -3.31 0.06 -4.63
H -1.80 0.36 -5.33
H -2.35 -1.30 -5.28
H -1.63 -2.31 -2.04
H -2.85 -0.98 -1.84
H -2.98 -2.17 -3.03
H 3.07 -0.41 -4.58
H 2.84 -0.01 -2.91
H 2.92 -1.60 -3.13
H -0.11 -2.03 -5.06
H 1.62 -2.16 -5.58
H 0.73 -0.78 -6.02
Cl 2.93 -5.02 2.37
C 2.24 -3.48 1.81
C 1.57 -2.76 2.98
Cl 0.28 -3.84 3.60
H 1.57 -3.72 0.99
H 3.06 -2.84 1.50
H 1.17 -1.82 2.60
H 2.27 -2.61 3.80
Cl 3.49 -1.40 8.31
C 2.07 -0.41 8.40
C 2.39 1.00 8.27
Cl 2.94 1.43 6.56
H 1.55 -0.64 9.33
H 1.40 -0.74 7.60
H 3.23 1.31 8.90
H 1.54 1.64 8.52
Cl -2.49 1.24 4.52
C -3.28 1.97 3.13
C -3.77 3.31 3.58
Cl -4.62 4.32 2.42
H -4.14 1.34 2.88
H -2.68 2.00 2.22
H -2.98 3.99 3.88
H -4.38 3.22 4.48
*
```

Kohn-Sham gap = 9.086 eV
total energy = -3817.24599 hartree
highest occupied orbital energy = -8.55 eV
max |F| = 3.4 eV/A

So, what does the Mulliken scheme give us? The charges, in e, come out as: O -0.885; P 0.343; N 0.169; C -0.934; C -1.131; N 0.370; C -1.106; C -1.146; N 0.280; C -1.186; C -0.955; H 0.260; H 0.454; H 0.182; H 0.392; H 0.304; H 0.419; H 0.356; H 0.305; H 0.411; H 0.290; H 0.309; H 0.403; H 0.422; H 0.357; H 0.344; H 0.296; H 0.395; H 0.281; Cl -0.181; C -0.383; C -0.416; Cl -0.205; H 0.290; H 0.278; H 0.301; H 0.316; Cl -0.176; C -0.362; C -0.448; Cl -0.199; H 0.290; H 0.278; H 0.318; H 0.299; Cl -0.185; C -0.324; C -0.505; Cl -0.205; H 0.267; H 0.310; H 0.313; H 0.330


Look up the max |F| of the third one.
4.1 eV/A